[1]
Below is a molecular structure, C21H42CoN6PSbSi3, with properties calculated with the ωB97M-V functional and the def2-TZVPD basis.

The geometry in XYZ format:
```
75
C21H42CoN6PSbSi3 | the OMol25 dataset | the ωB97M-V functional and the def2-TZVPD basis
Co 0.112 -0.964 0.530
C -2.746 -2.845 4.709
N -1.698 -2.850 3.688
C -0.728 -3.806 3.555
C 0.052 -3.423 2.506
N -0.429 -2.247 2.001
C -1.490 -1.917 2.732
P -2.533 -0.439 2.473
C -2.748 -0.707 0.688
N -1.783 -0.906 -0.203
C -2.395 -1.288 -1.364
C -3.744 -1.302 -1.176
N -3.960 -0.933 0.121
C -5.276 -0.851 0.758
C -1.155 0.744 2.492
N -0.036 0.621 1.788
C 0.810 1.602 2.220
C 0.191 2.332 3.190
N -1.049 1.783 3.356
C -2.049 2.270 4.307
H -2.582 -3.685 5.376
H -3.728 -2.946 4.253
H -2.709 -1.926 5.288
H -0.675 -4.667 4.199
H 0.920 -3.916 2.101
H -1.839 -1.544 -2.247
H -4.551 -1.540 -1.849
H -5.969 -1.477 0.204
H -5.641 0.174 0.758
H -5.220 -1.211 1.781
H 1.804 1.707 1.826
H 0.526 3.176 3.769
H -1.593 2.378 5.287
H -2.868 1.560 4.372
H -2.437 3.233 3.984
C 1.254 3.431 -3.582
Si 0.266 2.917 -2.108
C -1.523 2.597 -2.474
C 0.516 3.973 -0.606
Sb 1.194 0.601 -1.401
Si 1.123 -1.295 -3.170
C 2.682 -1.385 -4.167
C 0.930 -2.792 -2.047
C -0.347 -0.955 -4.266
Si 3.557 0.390 -0.340
C 4.785 -0.155 -1.617
C 3.287 -0.950 0.957
C 4.031 2.066 0.314
H 0.941 4.428 -3.907
H 1.104 2.745 -4.418
H 2.321 3.473 -3.357
H -1.974 3.468 -2.958
H -2.078 2.393 -1.555
H -1.647 1.745 -3.145
H 0.234 5.010 -0.813
H 1.560 3.971 -0.288
H -0.097 3.613 0.223
H 3.474 -1.907 -3.631
H 3.048 -0.395 -4.444
H 2.488 -1.936 -5.092
H 1.915 -3.157 -1.746
H 0.411 -3.617 -2.542
H 0.365 -2.561 -1.136
H -0.034 -0.365 -5.130
H -1.138 -0.404 -3.760
H -0.776 -1.888 -4.646
H 4.698 -1.220 -1.836
H 5.796 0.023 -1.235
H 4.683 0.401 -2.550
H 3.705 -1.896 0.606
H 2.229 -1.124 1.189
H 3.777 -0.709 1.904
H 4.345 2.690 -0.527
H 4.881 1.989 0.999
H 3.232 2.595 0.832
```

highest occupied orbital energy (alpha / beta) = -0.49748 / -0.49121 Ha
total charge = +2
multiplicity = 2
HOMO-LUMO gap (alpha / beta) = 0.267 / 0.310 Eh

=====

[2]
Below is 7 unconnected molecules or ions with the total composition C14H42O14 in a non-equilibrium geometry, with properties calculated with the ωB97M-V functional and the def2-TZVPD basis.

The geometry in XYZ format:
```
70
C14H42O14 | the OMol25 dataset | the ωB97M-V functional and the def2-TZVPD basis
C 1.855 -4.868 -2.574
C 2.991 -4.206 -3.291
O 2.822 -2.819 -3.305
O 0.572 -4.449 -3.059
H 1.893 -4.588 -1.487
H 1.837 -5.927 -2.578
H 2.918 -4.616 -4.333
H 3.962 -4.473 -2.941
H 1.929 -2.538 -3.690
H 0.274 -3.770 -2.458
C 2.459 2.523 0.470
C 3.199 3.779 0.941
O 3.037 4.732 -0.050
O 1.126 2.809 0.278
H 2.693 1.732 1.220
H 2.851 2.208 -0.509
H 4.265 3.546 1.145
H 2.840 4.067 1.906
H 3.569 5.533 0.175
H 0.837 3.400 0.970
C -5.001 -1.517 -1.731
C -5.509 -1.267 -0.324
O -4.483 -0.673 0.497
O -4.897 -0.325 -2.515
H -5.701 -2.182 -2.236
H -4.101 -2.121 -1.701
H -5.756 -2.210 0.131
H -6.332 -0.517 -0.278
H -3.979 -0.017 -0.064
H -4.229 0.262 -2.109
C 2.500 -1.979 0.653
C 3.784 -2.425 0.030
O 4.216 -1.665 -1.119
O 2.624 -0.630 1.046
H 2.267 -2.519 1.581
H 1.592 -2.012 0.057
H 3.565 -3.470 -0.286
H 4.689 -2.391 0.646
H 3.817 -1.950 -1.961
H 2.768 -0.129 0.202
C -1.332 -0.420 -2.876
C -1.834 0.932 -2.588
O -2.617 1.018 -1.377
O -0.396 -0.861 -1.943
H -0.840 -0.313 -3.853
H -2.066 -1.178 -3.120
H -2.460 1.235 -3.403
H -1.000 1.664 -2.484
H -2.000 0.848 -0.608
H -0.847 -1.092 -1.097
C -1.234 -1.031 1.896
C -0.240 0.045 1.650
O -0.845 1.200 1.125
O -1.691 -1.451 0.567
H -2.079 -0.622 2.548
H -0.787 -1.857 2.452
H 0.532 -0.285 0.942
H 0.302 0.296 2.584
H -0.159 1.646 0.594
H -2.647 -1.565 0.618
C -1.254 3.756 4.166
C 0.179 3.518 3.858
O 0.723 4.390 2.878
O -1.441 4.845 5.065
H -1.656 2.828 4.548
H -1.824 3.901 3.225
H 0.474 2.506 3.561
H 0.764 3.800 4.750
H 0.691 5.278 3.290
H -2.176 4.629 5.681
```

highest occupied orbital energy = -0.36317 Ha
relative energy (zero: lowest compared OMol25 entry of this formula, charge and spin) = 56.36 kJ/mol
HOMO-LUMO gap = 0.382 Eh

=====

[3]
Below is a gas-phase ion, C7H4ClN2O2S (charge -1) in a non-equilibrium geometry, with properties calculated with the ωB97M-V functional and the def2-TZVPD basis.

The geometry in XYZ format:
```
17
C7H4ClN2O2S | the OMol25 dataset | the ωB97M-V functional and the def2-TZVPD basis
C 1.270 -0.155 0.431
C 1.989 0.800 1.037
C 0.182 1.739 0.689
C -1.959 1.321 -0.338
C -1.173 0.220 -0.389
C 1.636 -1.558 0.043
C -1.453 -1.080 -0.987
N 1.391 2.038 1.133
N 0.051 0.453 0.162
O 2.613 -1.843 -0.656
O 0.918 -2.382 0.639
S -1.308 2.727 0.550
Cl 3.636 0.573 1.440
H -3.092 1.323 -0.178
H -1.350 -1.924 -0.385
H -0.879 -1.194 -1.880
H -2.472 -1.058 -1.310
```

highest occupied orbital energy = -0.15766 Ha
total charge = -1
relative energy (zero: lowest compared OMol25 entry of this formula, charge and spin) = 0.00 kJ/mol
HOMO-LUMO gap = 0.257 Eh